{
  "formula": "C18H62F3O18V",
  "method": "ωB97M-V with the def2-TZVPD basis set",
  "symbols": ["O", "V", "O", "C", "O", "O", "C", "F", "F", "F", "C", "C", "H", "H", "H", "H", "H", "H", "C", "O", "H", "H", "H", "H", "C", "O", "H", "H", "H", "H", "C", "O", "H", "H", "H", "H", "C", "O", "H", "H", "H", "H", "C", "O", "H", "H", "H", "H", "C", "O", "H", "H", "H", "H", "C", "O", "H", "H", "H", "H", "C", "O", "H", "H", "H", "H", "C", "O", "H", "H", "H", "H", "C", "O", "H", "H", "H", "H", "C", "O", "H", "H", "H", "H", "C", "O", "H", "H", "H", "H", "C", "O", "H", "H", "H", "H", "C", "O", "H", "H", "H", "H"],
  "positions_angstrom": [[2.127, 2.530, -1.655], [0.614, 2.311, -2.018], [0.179, 3.265, -3.214], [-0.870, 0.327, -0.462], [0.400, 0.884, -0.160], [-1.244, 1.091, -1.604], [-0.825, -1.226, -0.497], [0.064, -1.739, -1.372], [-0.369, -1.747, 0.663], [-1.945, -1.864, -0.685], [0.592, 0.946, 1.260], [2.003, 1.436, 1.415], [2.264, 2.340, 0.865], [2.337, 1.514, 2.449], [2.640, 0.701, 0.922], [0.549, -0.003, 1.796], [0.002, 1.723, 1.746], [-1.543, 0.520, 0.374], [-1.196, 4.094, 0.211], [0.064, 3.916, -0.331], [-1.714, 4.878, -0.343], [-1.700, 3.136, 0.087], [-1.125, 4.343, 1.269], [0.598, 4.489, 0.224], [-2.308, -4.824, 0.059], [-2.128, -6.115, 0.609], [-3.130, -4.865, -0.655], [-2.484, -4.083, 0.840], [-1.418, -4.587, -0.524], [-1.641, -6.623, -0.044], [0.775, -4.890, -3.020], [0.538, -6.258, -3.175], [0.524, -4.529, -2.023], [1.789, -4.577, -3.270], [0.146, -4.306, -3.692], [0.754, -6.554, -4.062], [2.498, -0.877, 4.894], [3.887, -0.666, 4.731], [2.006, -0.830, 3.923], [2.300, -1.835, 5.375], [2.087, -0.076, 5.508], [4.271, -1.397, 4.241], [0.976, 3.992, 5.158], [1.846, 3.790, 4.024], [0.395, 4.906, 5.037], [0.238, 3.207, 5.321], [1.469, 4.086, 6.126], [2.530, 3.210, 4.367], [-4.162, -1.204, 1.698], [-4.985, -0.175, 2.044], [-4.366, -2.020, 2.391], [-4.358, -1.572, 0.691], [-3.097, -0.975, 1.738], [-5.883, -0.417, 1.804], [4.292, 4.836, 0.755], [3.380, 5.593, -0.006], [5.325, 5.099, 0.529], [4.205, 5.012, 1.827], [4.192, 3.773, 0.536], [2.519, 5.453, 0.394], [-4.414, -0.744, -2.771], [-4.622, 0.339, -3.618], [-5.076, -0.728, -1.905], [-4.580, -1.711, -3.245], [-3.356, -0.646, -2.530], [-4.496, 1.148, -3.118], [3.323, -2.203, -4.445], [2.363, -1.787, -3.436], [3.258, -1.473, -5.252], [4.363, -2.153, -4.122], [3.031, -3.140, -4.919], [2.266, -2.505, -2.806], [3.245, -2.434, -0.012], [2.758, -3.376, -0.930], [3.936, -2.968, 0.641], [3.812, -1.717, -0.605], [2.420, -1.956, 0.516], [2.471, -4.140, -0.424], [-1.509, -1.107, -4.834], [-2.761, -1.192, -5.475], [-1.237, -0.051, -4.835], [-1.604, -1.464, -3.809], [-0.733, -1.715, -5.299], [-3.335, -0.523, -5.096], [0.843, -4.886, 1.868], [1.914, -5.237, 0.999], [1.268, -4.515, 2.800], [0.225, -4.116, 1.406], [0.150, -5.710, 2.042], [2.546, -5.806, 1.444], [0.541, 6.288, 2.308], [1.368, 5.244, 1.844], [1.034, 6.975, 2.996], [0.165, 6.707, 1.375], [-0.322, 5.808, 2.770], [1.580, 4.656, 2.573], [-4.581, 2.881, -1.041], [-3.785, 2.383, -2.114], [-4.710, 2.099, -0.294], [-4.114, 3.724, -0.532], [-5.573, 3.185, -1.375], [-2.952, 1.998, -1.832]],
  "atomic_forces_ev_per_a": [[-0.43, -0.28, -0.80], [-1.63, 1.48, 1.39], [0.66, -1.14, 0.84], [-0.72, 2.09, -1.47], [-0.96, -1.54, 1.03], [1.12, -1.56, 0.55], [2.77, -1.02, -0.32], [-0.16, 0.76, -0.96], [-0.01, 0.83, 1.11], [-2.11, 0.29, -0.84], [2.11, 1.55, 0.73], [1.48, -0.49, -0.38], [-0.56, 0.28, 0.24], [-0.23, 0.03, 0.00], [0.25, -0.23, 0.18], [-0.59, -0.08, -0.50], [-0.96, -0.26, -0.34], [-0.31, 0.20, 0.22], [-1.53, -0.47, -0.08], [1.11, -0.75, -0.93], [-0.32, 0.02, 0.15], [-0.48, 0.16, 0.18], [-0.13, -0.02, -0.01], [1.41, 0.00, 0.04], [0.28, -0.59, -0.70], [0.00, 0.00, 0.48], [-0.34, 0.38, 0.06], [0.01, -0.18, -0.01], [0.11, 0.55, 0.10], [-0.01, -0.20, 0.04], [-0.13, 0.95, -0.72], [-0.15, -0.56, 0.58], [0.18, -0.51, 0.14], [0.28, -0.26, 0.27], [-0.32, 0.15, -0.24], [0.08, 0.18, -0.02], [0.14, -0.07, -0.25], [0.17, 0.37, 0.21], [-0.29, -0.15, -0.10], [-0.19, -0.02, 0.03], [0.19, -0.04, 0.08], [-0.06, -0.05, 0.00], [-0.76, 0.39, 0.37], [-0.56, -0.20, 1.43], [0.24, 0.07, -0.33], [0.09, -0.39, -0.52], [0.62, 0.08, -0.27], [0.37, -0.08, -0.43], [0.49, -2.13, -0.20], [-0.78, 2.18, 0.11], [0.46, -0.50, -0.05], [0.03, -0.11, -0.28], [-0.12, 0.47, 0.26], [-0.06, 0.09, 0.15], [0.40, -0.17, 0.05], [0.41, 0.15, -0.29], [-0.14, 0.24, -0.40], [-0.31, -0.05, 0.20], [-0.04, -0.24, 0.12], [0.02, 0.16, 0.23], [-0.38, -0.32, 0.05], [-0.41, -1.76, -1.83], [0.35, 0.38, 0.40], [0.07, 0.22, -0.55], [0.56, -0.39, 0.88], [0.41, 1.74, 1.03], [-0.91, 0.97, -0.12], [0.61, -0.10, -1.01], [-0.12, 0.19, 0.06], [-0.11, -0.46, 0.37], [0.28, -0.32, 0.35], [0.20, -0.19, 0.51], [0.48, -0.26, -0.45], [-0.38, -0.08, -0.95], [0.02, 0.43, 0.51], [-0.08, 0.26, 0.26], [0.12, 0.18, 0.30], [-0.24, -0.41, 0.21], [-0.16, 0.40, -0.95], [0.96, -1.01, 0.01], [0.26, 0.20, 0.48], [-0.19, 0.06, 0.82], [-0.46, -0.12, -0.29], [-0.68, 0.89, 0.15], [-0.02, -0.06, 0.25], [-0.12, 0.10, -0.53], [-0.32, 0.07, 0.17], [0.41, 0.15, -0.15], [0.22, -0.23, 0.14], [-0.14, -0.08, 0.12], [-0.80, -0.70, -0.59], [0.23, -0.16, -0.77], [-0.01, 0.12, -0.29], [0.07, 0.89, 0.40], [-0.22, 0.39, 0.48], [0.36, -0.42, 0.45], [0.27, -0.40, 0.73], [-1.16, 0.20, -0.90], [-0.14, -0.08, 0.17], [0.09, 0.13, -0.22], [0.25, -0.05, -0.39], [0.76, -0.15, 0.54]],
  "homo_lumo_gap_ev": [8.0, 2.4],
  "lumo_ev": [-3.50, -9.05],
  "total_energy_ev": -90350.8773,
  "charge": 1,
  "spin_multiplicity": 2,
  "max_force_ev_per_a": 2.96
}